Entry 1:
{
  "formula": "C4H12OS",
  "method": "the ωB97M-V functional and the def2-TZVPD basis",
  "elements": ["C", "C", "O", "H", "H", "H", "H", "H", "H", "C", "C", "S", "H", "H", "H", "H", "H", "H"],
  "coordinates": [[-2.880, -2.314, -0.367], [-2.123, -1.921, 0.904], [-2.029, -0.509, 1.085], [-3.949, -2.143, -0.257], [-2.640, -3.341, -0.592], [-2.597, -1.655, -1.185], [-2.680, -2.273, 1.778], [-1.137, -2.405, 0.945], [-1.368, -0.171, 0.462], [3.135, 1.859, 0.373], [1.821, 2.192, -0.310], [1.269, 0.864, -1.469], [3.034, 1.385, 1.343], [3.684, 1.121, -0.198], [3.754, 2.734, 0.575], [1.843, 3.099, -0.901], [0.992, 2.190, 0.392], [1.868, 1.287, -2.578]],
  "homo_ev": -9.3,
  "relative_energy_kcal_mol": 19.42,
  "mol_weight_g_mol": 108.206,
  "gap_ha": 0.3675
}

***

Entry 2:
{
  "formula": "C46H42IrN5O3P2S",
  "method": "the ωB97M-V functional and the def2-TZVPD basis",
  "elements": ["Ir", "O", "S", "O", "O", "C", "C", "C", "C", "C", "C", "P", "C", "C", "C", "C", "C", "C", "C", "C", "C", "C", "C", "C", "H", "H", "H", "H", "H", "H", "H", "H", "H", "H", "H", "H", "H", "H", "C", "C", "C", "C", "C", "C", "N", "N", "C", "C", "C", "C", "C", "N", "H", "H", "H", "H", "H", "H", "H", "H", "H", "C", "P", "C", "C", "C", "C", "C", "C", "C", "C", "C", "C", "C", "C", "H", "H", "H", "H", "H", "H", "H", "H", "H", "H", "H", "H", "H", "C", "N", "C", "C", "N", "C", "H", "H", "H", "H", "H", "H"],
  "coordinates": [[-0.036, 0.326, -0.162], [-1.653, 1.039, 1.087], [-1.099, 2.437, 1.173], [-1.210, 3.056, 2.442], [0.308, 2.253, 0.617], [-1.941, 3.366, -0.053], [-2.516, 4.570, 0.314], [-3.180, 5.319, -0.647], [-3.256, 4.858, -1.951], [-2.673, 3.647, -2.304], [-2.000, 2.879, -1.362], [-1.346, 1.238, -1.856], [-2.844, 0.309, -2.264], [-3.454, 0.392, -3.516], [-4.647, -0.275, -3.753], [-5.243, -1.015, -2.741], [-4.654, -1.079, -1.485], [-3.460, -0.419, -1.245], [-0.468, 1.606, -3.401], [0.211, 2.822, -3.513], [0.954, 3.112, -4.647], [1.034, 2.188, -5.681], [0.359, 0.980, -5.583], [-0.394, 0.692, -4.452], [-2.445, 4.907, 1.339], [-3.639, 6.260, -0.374], [-3.777, 5.438, -2.701], [-2.748, 3.304, -3.328], [-3.007, 0.973, -4.312], [-5.114, -0.211, -4.726], [-6.175, -1.532, -2.928], [-5.131, -1.635, -0.689], [-3.024, -0.446, -0.253], [0.148, 3.556, -2.718], [1.456, 4.067, -4.730], [1.604, 2.419, -6.572], [0.397, 0.269, -6.397], [-0.952, -0.235, -4.415], [-1.842, -1.749, 6.117], [-1.498, -2.918, 5.447], [-1.254, -2.890, 4.086], [-1.336, -1.674, 3.412], [-1.649, -0.494, 4.078], [-1.919, -0.541, 5.436], [-1.120, -1.566, 2.012], [-1.392, -2.606, 1.393], [-1.175, -2.604, -0.013], [-1.625, -3.788, -0.591], [-1.523, -3.997, -1.948], [-0.939, -2.995, -2.708], [-0.517, -1.850, -2.077], [-0.626, -1.612, -0.752], [-2.045, -1.780, 7.180], [-1.425, -3.852, 5.988], [-0.990, -3.789, 3.548], [-1.702, 0.434, 3.527], [-2.183, 0.365, 5.964], [-2.059, -4.519, 0.076], [-1.882, -4.911, -2.400], [-0.807, -3.090, -3.776], [-0.038, -1.073, -2.651], [3.020, 1.110, 1.171], [1.717, -0.124, 1.539], [1.476, 0.155, 3.314], [1.196, 1.445, 3.763], [1.067, 1.695, 5.120], [1.217, 0.661, 6.033], [1.492, -0.625, 5.589], [1.619, -0.882, 4.234], [2.643, -1.692, 1.447], [1.997, -2.912, 1.272], [2.715, -4.099, 1.219], [4.095, -4.080, 1.344], [4.751, -2.871, 1.535], [4.033, -1.687, 1.590], [3.626, 1.268, 2.061], [2.572, 2.059, 0.889], [3.658, 0.747, 0.367], [1.093, 2.263, 3.065], [0.857, 2.699, 5.464], [1.126, 0.858, 7.093], [1.613, -1.432, 6.300], [1.843, -1.887, 3.900], [0.925, -2.949, 1.186], [2.194, -5.038, 1.090], [4.658, -5.003, 1.305], [5.827, -2.850, 1.652], [4.568, -0.764, 1.761], [4.345, 1.571, -3.178], [3.377, 0.707, -2.507], [3.444, -0.662, -2.391], [2.371, -1.044, -1.654], [1.648, 0.085, -1.321], [2.292, 1.116, -1.849], [4.855, 0.993, -3.944], [5.074, 1.950, -2.465], [3.819, 2.398, -3.648], [4.239, -1.236, -2.833], [2.095, -2.030, -1.327], [2.004, 2.147, -1.751]],
  "homo_ev": -13.0,
  "relative_energy_kcal_mol": 0.00,
  "total_charge": 2,
  "mol_weight_g_mol": 999.106,
  "gap_ha": 0.2666
}

***

Entry 3:
{
  "formula": "C5H14N2S",
  "method": "the ωB97M-V functional and the def2-TZVPD basis",
  "elements": ["N", "C", "C", "S", "C", "N", "C", "C", "H", "H", "H", "H", "H", "H", "H", "H", "H", "H", "H", "H", "H", "H"],
  "coordinates": [[0.220, 1.547, 1.904], [-0.405, 0.763, 0.858], [-1.904, 0.747, 1.090], [0.832, 2.480, -1.185], [0.267, -0.603, 0.838], [-0.392, -1.476, -0.129], [0.229, -2.794, -0.290], [0.079, -3.341, -1.708], [1.016, 2.025, 1.486], [-2.476, -0.067, 0.658], [-0.379, 2.337, 2.134], [-0.216, 1.256, -0.175], [-2.409, 1.689, 0.864], [-1.985, 0.706, 2.184], [1.317, -0.429, 0.539], [0.358, -1.087, 1.811], [-0.204, -1.021, -1.021], [1.293, -2.773, -0.011], [-0.192, -3.475, 0.458], [-0.272, -2.633, -2.459], [-0.622, -4.178, -1.704], [1.019, -3.759, -2.073]],
  "homo_ev": -9.2,
  "relative_energy_kcal_mol": 81.02,
  "mol_weight_g_mol": 134.248,
  "gap_ha": 0.2384
}

***

Entry 4:
{
  "formula": "C13H10F8N3O4S2",
  "method": "the ωB97M-V functional and the def2-TZVPD basis",
  "elements": ["C", "C", "F", "C", "C", "C", "C", "C", "F", "C", "N", "C", "C", "N", "C", "H", "H", "H", "H", "H", "H", "H", "H", "H", "H", "C", "F", "F", "F", "S", "O", "O", "N", "S", "O", "O", "C", "F", "F", "F"],
  "coordinates": [[5.873, -3.307, -1.064], [5.792, -2.025, -0.052], [5.136, -2.333, 1.189], [5.163, -0.786, -0.861], [3.662, -0.402, -0.472], [3.370, 1.135, -0.304], [1.930, 1.647, 0.030], [0.821, 0.592, 0.206], [-0.497, 1.072, 0.528], [1.042, -0.975, 0.062], [-0.117, -1.802, 0.274], [0.280, -3.161, 0.104], [1.690, -3.693, -0.290], [2.801, -2.827, -0.494], [2.477, -1.440, -0.291], [5.276, -4.204, -0.687], [6.982, -3.609, -1.202], [5.495, -3.051, -2.120], [6.900, -1.756, 0.154], [5.825, 0.134, -0.609], [5.261, -0.905, -2.009], [4.198, 1.915, -0.431], [1.732, 2.765, 0.112], [-0.540, -3.957, 0.273], [1.843, -4.827, -0.392], [-3.474, 2.991, -0.934], [-2.911, 3.830, -1.830], [-3.461, 1.762, -1.502], [-2.622, 2.922, 0.115], [-5.153, 3.505, -0.433], [-5.921, 3.494, -1.666], [-4.968, 4.818, 0.161], [-5.424, 2.310, 0.574], [-6.848, 2.389, 1.269], [-7.996, 2.141, 0.416], [-7.029, 3.450, 2.245], [-6.687, 0.871, 2.271], [-5.636, 0.927, 3.124], [-6.486, -0.230, 1.508], [-7.778, 0.620, 3.025]],
  "homo_ev": -6.4,
  "total_charge": -1,
  "mol_weight_g_mol": 488.358,
  "gap_ha": 0.2543
}

***

Entry 5:
{
  "formula": "H24O12",
  "method": "the ωB97M-V functional and the def2-TZVPD basis",
  "elements": ["O", "H", "H", "O", "H", "H", "O", "H", "H", "O", "H", "H", "O", "H", "H", "O", "H", "H", "O", "H", "H", "O", "H", "H", "O", "H", "H", "O", "H", "H", "O", "H", "H", "O", "H", "H"],
  "coordinates": [[-0.151, -0.497, 0.031], [0.100, -0.269, -0.872], [0.661, -0.842, 0.420], [2.849, 0.273, -4.193], [2.187, -0.158, -4.745], [2.430, 0.332, -3.326], [4.617, -2.097, 2.405], [4.020, -2.371, 1.700], [5.090, -1.344, 2.033], [4.821, 0.967, 0.912], [4.607, 0.053, 0.690], [4.046, 1.465, 0.627], [-1.392, 1.480, -1.491], [-0.510, 1.251, -1.805], [-1.740, 0.651, -1.144], [-1.096, -3.076, 1.355], [-1.645, -2.328, 1.094], [-0.384, -2.678, 1.868], [-1.457, 0.345, 4.263], [-2.118, 0.591, 3.607], [-1.970, -0.057, 4.974], [0.321, 3.288, 1.042], [0.651, 4.082, 1.478], [0.346, 2.615, 1.732], [-2.852, 0.706, 1.080], [-2.574, 1.284, 0.360], [-3.306, -0.019, 0.636], [-2.286, -0.776, -2.886], [-1.401, -0.406, -2.794], [-2.342, -1.022, -3.816], [-1.223, -3.053, -4.348], [-0.281, -3.251, -4.402], [-1.505, -3.478, -3.530], [-2.017, 2.647, 2.009], [-1.585, 3.181, 2.685], [-2.907, 2.510, 2.350]],
  "homo_ev": -11.0,
  "relative_energy_kcal_mol": 85.78,
  "mol_weight_g_mol": 216.180,
  "gap_ha": 0.3765
}

***

Entry 6:
{
  "formula": "HOS3",
  "method": "the ωB97M-V functional and the def2-TZVPD basis",
  "elements": ["O", "S", "S", "S", "H"],
  "coordinates": [[0.322, -0.697, 1.399], [-1.226, -1.295, -0.734], [1.662, 0.232, -1.037], [0.133, -0.213, 0.073], [-0.892, 1.974, 0.298]],
  "homo_ev": [-3.7, -4.2],
  "relative_energy_kcal_mol": 60.42,
  "total_charge": -1,
  "mol_weight_g_mol": 113.208,
  "gap_ha": [0.2429, 0.2582]
}

***

Calculated energy (Ha), listed in the same order as above: -632.9961; -3462.4426; -706.4610; -2561.7517; -917.1887; -1270.3443